Entry from the OMol25 dataset: a 2-piece molecular cluster, C23H47F8NOP2 overall (ωB97M-V with the def2-TZVPD basis set).

Summary:
Frontier orbital gap (eV): 7.644
2S+1: 1
SMILES: CCCCCCCCCCCCCC[PH2](CC(C)C)[PH2]=N.FC(F)C(F)(F)COC(F)(F)C(F)F
LUMO energy (eV): 0.56

Each line ends with the Mulliken charge.
CARTESIAN COORDINATES (ANGSTROEM)
C: -0.228 0.136 -8.625  -1.19
H: -0.378 -3.540 -6.491  0.32
H: -1.379 -0.836 -5.699  0.27
H: 2.185 0.603 1.290  0.38
H: 2.504 2.918 3.143  0.40
H: -2.467 -1.904 -4.057  0.25
H: -2.351 -1.952 -0.369  0.31
H: -0.877 2.169 0.272  0.40
H: 0.774 -1.346 -7.430  0.31
F: 0.341 -5.615 6.126  -0.31
H: -2.085 -3.240 -6.348  0.43
H: 0.589 3.674 2.849  -0.07
H: -1.438 -3.329 -4.076  0.53
C: 0.085 -1.311 -8.260  -0.42
H: 4.156 3.364 3.037  0.50
C: -0.881 -1.758 -5.426  -0.35
H: -1.651 1.946 3.043  -0.01
C: -1.516 -1.451 6.220  0.94
F: -0.301 -0.898 6.013  -0.26
H: 2.050 4.530 0.050  0.52
H: 2.095 2.371 -0.158  0.57
H: 0.174 -1.571 -5.308  0.47
F: -1.834 -2.026 3.917  -0.20
H: -2.242 -3.456 6.704  0.34
N: -2.463 4.263 3.516  -0.77
H: -2.820 2.998 1.402  0.02
P: 0.088 3.963 1.553  0.13
C: -1.131 -2.762 -6.545  -0.98
H: 1.308 -0.715 -0.650  0.33
H: 0.415 0.491 -9.416  0.35
H: -0.965 0.080 -0.792  0.17
H: 2.111 -3.933 5.385  0.22
H: 2.716 5.368 2.858  0.29
H: -0.222 3.391 -0.774  0.56
H: -3.383 -1.676 5.136  0.25
F: -2.409 -0.015 4.612  -0.24
C: -0.727 -0.637 -0.021  0.06
H: -1.334 -2.619 7.942  0.40
F: -2.178 -0.686 7.136  -0.33
H: 0.488 0.918 1.702  0.26
H: -2.054 -1.600 -8.091  0.49
F: 1.371 -4.834 3.755  -0.26
C: -0.731 -1.678 -2.873  -0.11
H: -0.090 0.797 -7.782  0.28
H: 4.218 4.869 0.320  0.40
H: 1.010 1.421 -1.100  0.46
H: 1.459 5.861 0.960  0.63
H: -1.170 -2.983 -8.640  0.30
H: -1.396 -3.445 -1.902  0.55
F: 0.975 -2.731 4.260  -0.18
H: -2.547 3.826 4.426  0.26
C: -1.363 -2.834 6.877  -0.77
C: 1.721 4.814 1.039  -1.45
H: -1.249 0.233 -8.960  0.31
H: 5.039 5.028 1.832  0.41
C: -1.271 -2.008 -0.357  -1.18
C: 0.013 -4.403 5.616  0.81
H: 0.593 -1.760 -9.098  0.41
C: 4.137 5.305 1.305  -1.68
H: 0.295 -1.477 -3.140  0.29
C: -0.756 -2.609 -1.657  -0.95
O: -0.166 -3.550 6.659  -0.38
C: -0.015 2.795 0.105  -1.06
C: 1.143 1.859 -0.121  -0.76
C: 2.904 4.729 2.004  0.75
C: -1.145 -2.163 -7.932  -0.86
H: -1.213 -0.745 -2.636  0.28
H: -0.606 5.189 1.434  0.08
C: 1.189 0.721 0.898  -0.60
H: 4.078 6.377 1.212  0.39
H: 3.410 2.656 1.638  0.19
H: -1.000 -2.661 0.456  0.36
C: 1.208 -3.957 4.772  0.17
F: -1.097 -4.558 4.867  -0.27
H: -1.251 -0.294 0.866  0.33
C: -1.444 -2.248 -4.095  -1.21
H: 0.217 -3.043 -1.480  0.28
C: -2.364 -1.328 4.947  0.08
H: 1.024 -1.411 0.943  0.48
C: 3.238 3.326 2.469  -1.43
C: 0.759 -0.606 0.278  -1.06
P: -1.897 3.214 2.462  0.39

---

Entry from the OMol25 dataset: C23H47MgNO2S2Si2 as an isolated structure (ωB97M-V with the def2-TZVPD basis set).

Summary:
Frontier orbital gap (eV): 7.658
2S+1: 1
LUMO energy (eV): 0.22

Each line ends with the Mulliken charge.
CARTESIAN COORDINATES (ANGSTROEM)
C: 3.404 2.353 0.200  -1.01
C: 2.143 1.081 -5.004  0.13
H: -1.378 1.251 0.588  -0.37
H: -2.333 -0.739 -3.846  0.44
H: 4.090 0.558 2.851  0.42
H: 1.070 3.364 -4.264  0.42
H: -2.921 0.388 3.767  0.18
H: 2.247 -0.332 -6.646  0.31
H: 0.652 1.019 0.087  0.34
H: 2.132 0.282 -4.244  0.08
C: -0.432 1.490 4.578  -0.22
H: 2.314 0.563 3.037  0.08
H: -1.007 -4.617 -0.549  0.25
H: 3.024 2.966 1.032  0.29
H: -2.462 -0.865 -1.544  -0.41
H: 0.932 -3.154 -1.089  0.34
C: -1.009 2.905 -4.385  -1.17
C: 1.516 0.545 -0.386  0.21
H: -4.237 -0.802 3.572  0.29
Si: 3.098 0.557 0.614  0.10
C: 0.615 -1.911 3.885  0.30
C: -0.356 2.266 5.732  -0.58
C: 0.403 -0.408 5.876  0.76
C: -0.803 -4.345 -1.595  -1.20
H: 3.159 -0.954 2.642  0.26
H: -1.196 3.828 -3.824  0.37
H: 1.479 -0.522 -0.504  -0.71
H: -1.226 3.099 -5.446  0.33
H: 1.555 1.010 -1.384  0.06
H: -4.612 -0.374 -0.750  0.29
H: -5.640 0.054 0.645  0.33
H: 0.559 2.035 -3.191  -0.18
H: 0.215 -2.753 -2.684  0.50
S: 0.956 -2.048 5.644  -0.29
H: 3.804 0.270 -6.065  0.39
C: -3.794 0.115 3.155  -1.07
H: -2.896 1.573 -0.296  0.34
C: -1.458 -1.015 -1.967  0.84
C: -0.036 0.138 4.638  -0.89
H: -2.513 -2.539 0.678  0.41
N: 0.096 -0.723 3.559  0.17
H: 3.976 -1.752 0.074  0.30
H: 3.955 -0.720 -1.379  0.27
H: -0.755 1.885 3.611  0.38
H: -1.763 -4.267 -2.128  0.24
H: 5.211 -0.476 -0.137  0.39
Si: -3.290 -0.229 1.380  0.49
C: 4.152 -0.726 -0.295  -1.09
H: 0.077 2.345 7.842  0.35
H: -2.697 2.153 1.372  0.41
C: -0.009 -3.058 -1.663  -0.39
O: 0.838 1.580 -5.224  -0.39
H: -0.683 -1.246 -4.019  0.39
C: -4.803 -0.575 0.313  -1.25
C: 0.053 1.712 6.955  -0.51
C: 0.425 0.367 7.032  -0.36
H: -5.092 -1.629 0.425  0.34
C: -1.586 -1.417 -3.423  -1.59
H: -2.361 -2.336 2.444  0.55
H: -0.235 -5.158 -2.064  0.45
H: 0.740 -0.079 7.968  0.39
H: -4.538 0.924 3.200  0.33
S: 0.989 -3.123 2.763  -0.50
O: -0.780 -1.954 -1.077  0.07
H: 2.806 1.320 -7.057  0.33
C: 2.771 0.552 -6.278  -1.39
C: 0.437 2.468 -4.199  0.26
H: 4.475 2.490 0.013  0.38
H: 2.763 1.905 -4.638  0.36
C: -2.471 1.318 0.688  -0.40
H: -1.686 2.127 -4.003  0.17
H: -0.886 -0.081 -1.883  0.03
H: -0.627 3.319 5.679  0.38
C: -2.275 -1.794 1.476  -1.06
H: -1.982 -2.414 -3.619  0.35
C: 3.147 0.137 2.448  -0.68
Mg: -0.278 -1.779 1.000  0.65
H: 2.830 2.599 -0.711  0.25

---

Entry from the OMol25 dataset: C23H48F6N4O8S3ScSi as an isolated structure (ωB97M-V with the def2-TZVPD basis set).

Summary:
Frontier orbital gap (eV): 9.758
2S+1: 1
Charge: +1
LUMO energy (eV): -2.00

Each line ends with the Mulliken charge.
CARTESIAN COORDINATES (ANGSTROEM)
C: 3.236 1.053 0.871  0.01
C: -1.993 6.295 0.469  0.65
F: -1.711 7.294 -0.359  -0.21
H: -0.164 -1.650 3.609  0.52
O: 2.424 1.274 -0.306  1.26
O: -1.777 3.686 0.768  -0.78
F: -0.261 4.734 -3.316  -0.20
H: 0.407 -4.746 -3.265  0.33
C: 1.958 -0.114 4.050  -1.29
H: -4.209 0.544 0.799  0.50
O: -1.367 -0.712 -0.468  1.99
H: -2.820 -3.064 -4.070  0.39
F: 1.410 6.057 -2.923  -0.20
C: -0.742 -2.933 -3.491  1.68
F: 1.770 4.040 -3.629  -0.19
H: 0.733 -1.670 2.078  0.29
C: 0.941 3.756 2.833  -1.27
N: 0.110 5.077 -0.274  -0.32
N: 0.822 0.133 3.178  0.54
H: -1.732 -4.265 2.705  0.32
H: 2.547 -0.934 3.634  0.40
H: -0.789 -0.780 2.199  -0.17
H: 3.329 2.320 -1.843  0.32
H: -1.677 2.323 -1.940  0.13
C: 0.540 -4.948 0.199  -1.34
C: -2.773 -0.332 -0.526  1.69
H: 0.026 3.223 5.173  0.41
O: -1.112 -2.911 -2.091  0.72
C: -3.146 0.301 0.802  -1.44
H: -3.593 -2.248 -0.012  0.30
S: -1.486 4.675 -0.297  0.22
H: -2.960 -0.405 1.612  0.22
H: 1.361 -4.373 0.629  0.29
H: 0.290 1.481 5.227  0.42
H: -0.494 2.391 1.381  -0.36
H: 2.589 0.768 4.110  0.41
H: 5.423 1.113 -1.652  0.43
H: -1.490 -0.943 -3.887  0.12
C: -2.825 0.683 -1.666  -1.72
H: -2.905 0.187 -2.634  0.35
H: -1.689 -3.717 -5.265  0.42
S: 1.351 -1.402 -0.830  -0.86
C: -0.805 -4.661 2.288  -1.69
N: -0.014 1.489 1.481  1.01
C: 0.710 2.423 4.887  -1.30
H: 2.925 1.775 1.626  -0.08
C: 4.666 1.246 0.404  -0.76
H: -1.973 -5.067 -0.940  0.08
H: -2.902 -4.892 0.561  0.33
H: -4.698 -1.195 -0.903  0.49
C: -0.794 -4.495 0.777  1.56
H: -2.040 -4.629 -3.788  0.35
H: -0.344 -1.544 -5.086  0.62
S: 1.050 4.188 -1.126  0.65
H: 3.051 0.034 1.224  0.13
H: -1.870 -6.307 0.323  0.51
C: -0.571 -1.516 -4.020  -1.17
H: -3.662 1.367 -1.532  0.48
F: -1.394 6.491 1.633  -0.18
N: 0.852 2.430 3.435  0.23
O: -0.976 -3.074 0.542  -0.02
F: -3.310 6.242 0.659  -0.21
H: 0.251 -1.008 -3.513  0.03
H: 5.376 0.695 1.018  0.42
H: 1.647 -0.398 5.058  0.34
C: 0.997 4.807 -2.863  0.62
O: 2.415 4.274 -0.721  -0.65
C: -1.895 -3.629 -4.198  -1.76
H: 0.702 -6.003 0.423  0.57
C: 3.265 1.289 -1.499  -0.49
H: 1.361 -3.257 -3.099  0.25
C: 0.114 -1.057 2.735  -1.04
C: -1.957 -5.236 0.137  -1.45
H: 4.603 -0.344 -1.069  0.25
H: 1.564 4.378 3.473  0.45
C: 0.546 1.357 2.680  0.25
H: -0.729 -5.716 2.555  0.45
Sc: 0.243 0.815 -0.479  -1.30
H: 2.785 0.666 -2.255  0.16
H: 4.929 2.305 0.429  0.34
C: -3.662 -1.525 -0.825  -1.62
H: 1.409 3.700 1.852  0.21
C: 4.603 0.746 -1.038  -0.67
H: -2.591 1.219 0.989  0.20
H: 0.560 -4.830 -0.887  0.05
C: 0.544 -3.732 -3.644  -1.65
Si: -0.568 -2.186 -0.750  -0.15
H: 0.038 -4.131 2.733  0.33
O: 0.511 2.820 -1.309  -0.69
H: -3.378 -2.018 -1.753  0.22
H: 0.822 -3.798 -4.696  0.51
H: -0.040 4.223 2.726  0.50
H: 1.668 2.593 5.383  0.36
O: -1.586 1.417 -1.623  -0.03

---

Entry from the OMol25 dataset: C23H48IrO2P4 as an isolated structure (ωB97M-V with the def2-TZVPD basis set).

Summary:
Frontier orbital gap (spin up / spin down) (eV): 6.038 / 3.445
2S+1: 6
Charge: +4
LUMO energy (spin up / spin down) (eV): -11.21 / -13.67

Each line ends with the Mulliken charge.
CARTESIAN COORDINATES (ANGSTROEM)
H: -2.137 5.458 0.808  0.43
H: 1.243 -1.676 -4.325  0.41
C: -2.516 -0.780 4.237  -1.13
H: -2.887 -0.108 3.454  0.23
H: 5.309 -0.480 1.544  0.41
P: -0.069 -0.553 2.863  0.74
H: 1.142 -2.320 1.783  -0.12
C: -3.183 4.380 -2.013  -1.04
C: -1.599 -3.068 -0.851  -0.90
C: -2.342 -0.542 -0.466  0.02
H: 4.944 0.075 -1.635  0.46
C: 1.113 -3.036 3.826  -1.39
H: -4.591 -3.161 1.260  0.46
H: -1.197 -1.421 -4.366  0.61
H: -4.200 -1.460 1.591  0.45
H: 0.515 5.494 -1.695  0.35
H: 2.092 -2.616 4.085  0.20
C: 1.622 0.432 -4.481  -0.04
H: 4.730 -2.149 1.977  0.36
C: -3.776 -2.416 1.245  -0.96
C: -0.528 5.629 -2.052  -1.01
H: 1.735 2.578 -4.481  0.39
H: -0.871 -3.101 -0.030  0.10
H: 2.704 0.301 -4.411  0.59
C: 0.796 -0.695 -4.466  -0.87
H: -2.994 -2.750 1.948  0.18
H: -2.293 3.634 0.893  0.32
C: -4.095 -2.301 -1.930  -1.17
H: -1.773 -4.093 -1.212  0.51
H: -3.867 3.721 -1.445  0.35
C: -1.146 0.712 -4.523  -0.86
H: 2.303 -0.124 2.662  -0.14
H: -3.640 -3.003 -2.650  0.41
C: 0.455 -2.323 2.647  0.25
H: -3.555 5.417 -2.086  0.42
H: 3.864 -2.086 -2.397  0.30
O: 0.780 1.967 -0.145  -0.43
P: 3.777 -1.406 -0.044  0.87
H: 3.220 0.497 -1.515  -0.09
H: 1.272 -4.090 3.561  0.45
H: -2.773 -1.812 3.966  0.22
H: -1.114 -2.557 -1.697  0.24
C: -0.586 -0.551 -4.471  -0.01
P: -3.111 -2.146 -0.419  1.09
H: 1.214 0.715 5.436  0.30
H: -3.053 -0.531 5.161  0.42
H: 1.355 1.328 2.993  0.26
H: -4.156 -1.301 -2.385  0.36
H: -3.073 3.939 -3.023  0.34
H: -0.676 4.370 0.978  0.32
C: 4.178 -2.520 -1.435  -1.08
H: 0.488 -3.026 4.726  0.29
C: 1.515 0.285 3.316  0.01
Ir: 0.186 0.606 -2.981  0.22
H: -0.935 6.629 -1.832  0.44
C: -1.684 4.490 0.542  -0.91
H: -0.450 -2.871 2.336  0.11
H: 4.335 0.982 -0.228  0.44
C: 5.113 -1.497 1.177  -1.15
C: 0.511 1.494 -1.179  0.77
H: 2.152 -0.763 5.137  0.25
H: -2.207 0.797 -4.541  0.47
H: 3.639 -3.462 -1.289  0.40
C: -0.328 1.841 -4.521  -0.01
H: -0.526 5.406 -3.139  0.35
H: -0.770 2.820 -4.415  0.61
C: 1.062 1.708 -4.533  -0.77
O: -1.739 0.465 -0.301  -0.22
C: 4.104 0.179 -0.937  -0.89
H: 2.886 0.828 4.885  0.41
H: 5.252 -2.710 -1.440  0.42
C: -1.013 -0.595 4.453  -0.77
H: 5.977 -1.942 0.678  0.47
H: -0.826 0.364 4.959  0.42
H: -0.616 -1.394 5.092  0.31
H: -5.129 -2.648 -1.739  0.39
P: -1.515 4.291 -1.267  0.64
C: 1.957 0.254 4.777  -1.26

---

Entry from the OMol25 dataset: a 6-piece molecular cluster, C23H48NO6S overall (ωB97M-V with the def2-TZVPD basis set).

Summary:
Frontier orbital gap (eV): 8.370
2S+1: 1
Charge: +1
LUMO energy (eV): -3.78

Each line ends with the Mulliken charge.
CARTESIAN COORDINATES (ANGSTROEM)
H: -3.704 4.953 -1.392  0.25
H: 0.767 -4.895 1.101  0.27
H: 6.496 2.569 1.185  0.23
C: 0.666 1.965 -1.214  -0.65
C: 0.212 -5.341 0.276  -0.19
C: 0.599 2.307 3.823  -0.59
H: -3.884 2.649 -2.529  0.52
C: -2.368 -0.748 0.888  -0.23
H: -1.226 2.070 2.717  0.43
O: -0.874 -4.457 0.001  -0.41
H: -3.873 -6.511 -1.686  0.29
H: -0.855 -2.068 0.219  0.41
H: 0.163 3.244 -3.534  0.39
C: 0.838 -1.453 4.334  -0.42
H: -4.235 -4.903 -2.321  0.25
H: -0.377 -1.201 1.671  -0.14
C: -2.491 6.976 -2.477  -0.84
C: -3.638 -5.807 -2.481  -0.25
H: -3.346 -7.315 -3.990  0.28
H: -2.523 0.136 1.511  0.18
H: 5.511 0.412 0.333  0.23
H: 1.342 0.972 -3.002  0.41
H: -3.428 0.427 -0.617  0.21
C: 1.462 -1.073 5.663  -0.41
C: -2.952 6.715 -1.055  -0.18
H: 1.217 -0.804 3.535  -0.09
H: 1.946 -6.192 -0.696  0.36
C: 1.111 -5.531 -0.931  -0.95
C: -0.913 -1.108 0.726  -0.30
H: -2.800 -1.579 1.446  0.53
C: 0.562 1.766 1.528  0.29
H: 0.477 3.039 -1.233  0.63
O: -2.246 -5.497 -2.330  -0.52
C: -3.935 -6.410 -3.838  -1.10
H: 6.563 0.504 -1.080  0.28
H: 7.264 0.276 0.531  0.32
S: -0.400 1.353 0.076  0.45
C: 6.570 2.287 0.128  -0.26
C: 6.476 0.781 -0.029  -0.90
C: -2.873 2.517 -2.832  -0.38
O: 2.875 -1.221 5.652  -0.50
H: -2.002 -4.874 -3.021  0.24
C: -0.316 2.266 -3.545  -0.96
H: -4.992 -6.662 -3.927  0.36
C: 2.568 2.012 2.504  -0.33
H: -0.178 -6.305 0.614  0.28
H: -3.336 7.627 -0.603  0.30
H: 0.099 2.504 4.761  0.49
O: -4.021 5.773 -1.003  -0.50
H: 2.587 2.489 4.603  0.48
H: 1.090 -2.480 4.071  0.28
H: -3.320 7.339 -3.083  0.27
H: -2.471 -0.905 -1.284  0.24
C: -3.111 -0.600 -0.458  -0.99
H: 1.196 -0.042 5.931  0.20
H: -2.115 6.362 -0.441  0.17
C: -0.146 2.049 2.678  -0.23
N: 1.878 1.741 1.411  -0.23
H: 0.550 -5.967 -1.759  0.23
H: -3.684 -5.710 -4.639  0.34
O: -0.144 -0.198 -0.137  -0.27
H: -0.250 -1.358 4.369  0.30
H: 4.707 2.659 -0.297  0.27
H: -1.691 7.717 -2.500  0.33
H: 1.099 -1.724 6.456  0.36
H: -0.269 1.852 -4.552  0.40
C: 0.401 1.309 -2.576  -0.51
H: -1.391 -4.849 -0.719  0.31
H: 3.646 2.014 2.416  0.49
H: 1.693 1.819 -0.889  0.25
C: 1.977 2.287 3.736  -0.67
H: -0.221 0.422 -2.471  0.27
O: 5.560 2.963 -0.620  -0.51
H: 3.236 -0.655 4.963  0.29
H: 7.527 2.649 -0.243  0.33
H: -2.120 6.055 -2.937  0.18
C: -1.726 2.415 -3.161  -0.01
H: -3.997 -1.229 -0.461  0.39
H: 1.510 -4.571 -1.263  0.21

---

Number 1: molecular weight 567.6 g/mol. Number 2: molecular weight 514.2 g/mol. Number 3: molecular weight 791.9 g/mol. Number 4: molecular weight 672.7 g/mol. Number 5: molecular weight 466.7 g/mol.